# 1
DFT (ωB97M-V/def2-TZVPD) results for 8 unconnected molecules or ions with the total composition C40H63F2N7O2S.

```
115
Properties=species:S:1:pos:R:3:forces:R:3:lowdin_charge:R:1
C -4.162857 4.488647 2.408074 -0.32 0.30 -0.09 -0.164
C -4.561700 4.724792 3.857242 0.20 -0.03 -0.47 -0.549
S -4.091188 3.415393 5.008698 -0.07 0.18 0.27 0.891
C -2.298962 3.637531 5.318628 -0.22 -0.03 -0.18 -0.390
C -1.509284 2.636528 4.535072 -0.24 0.29 0.55 -0.137
C -1.326769 1.412447 5.019797 0.30 0.17 -0.72 -0.178
F -1.808464 1.028391 6.192268 -0.06 -0.05 0.21 0.122
C -0.570030 0.400513 4.256815 -0.09 -0.30 0.28 -0.308
O -0.300695 -0.677198 4.739254 0.02 -0.10 -0.02 0.124
C -0.198994 0.766764 2.887412 0.07 0.05 -0.14 0.062
C -0.348157 1.977338 2.346862 0.00 -0.39 -0.25 -0.086
C 0.098358 2.158732 0.909419 -0.07 0.87 0.51 -0.138
C -0.141669 3.526047 0.277308 -0.13 -0.16 -0.84 -0.173
C -1.576811 3.744275 -0.216146 0.15 0.18 0.10 -0.176
F -2.385381 2.629524 0.025991 -0.09 0.00 0.09 -0.067
C -0.912397 3.050434 3.224350 -0.06 -0.24 0.39 -0.259
O -0.883611 4.232214 2.970619 0.06 0.11 -0.31 0.113
H -3.124951 4.730563 2.218301 0.21 -0.12 0.09 0.036
H -4.762994 5.155529 1.786134 0.01 0.02 -0.14 0.075
H -4.372124 3.469983 2.095310 0.07 -0.13 -0.02 0.072
H -4.214558 5.704381 4.178787 0.12 -0.02 0.29 0.075
H -5.647278 4.757441 3.904983 -0.14 -0.13 0.24 0.061
H -1.977592 4.653859 5.120328 -0.09 0.10 -0.23 0.090
H -2.181417 3.464509 6.381357 0.07 -0.10 0.15 0.074
H 0.232723 -0.030169 2.299432 0.08 -0.17 0.02 0.137
H -0.373345 1.393719 0.301260 -0.12 -0.14 -0.01 0.123
H 1.164437 1.960429 0.861402 0.18 0.02 0.08 0.094
H 0.170045 4.356189 0.896701 0.02 -0.06 0.26 0.101
H 0.485888 3.553386 -0.606869 0.22 -0.02 -0.04 0.069
H -1.580419 3.909499 -1.290726 -0.11 -0.05 -0.12 0.112
H -2.047365 4.600208 0.260568 -0.10 0.00 0.13 0.097
C 5.471997 0.404929 -0.490001 0.15 -0.06 0.04 -0.097
C 4.296660 -0.518280 -0.774489 0.18 0.03 0.16 -0.250
C 3.388152 0.020196 -1.885943 -0.09 -0.09 0.28 -0.176
C 2.853332 1.326993 -1.489186 0.33 -0.53 -0.51 -0.190
N 2.515516 2.373950 -1.173638 -0.13 0.46 0.17 0.176
H 5.133221 1.381059 -0.139251 -0.01 0.01 -0.04 0.047
H 6.110200 -0.018448 0.285986 0.00 -0.01 -0.01 0.073
H 6.078476 0.556555 -1.384217 -0.02 0.04 -0.01 0.080
H 3.717105 -0.656207 0.141593 -0.05 -0.06 -0.04 0.109
H 4.670026 -1.501260 -1.066250 -0.09 -0.01 -0.08 0.095
H 2.561205 -0.666789 -2.072525 -0.07 0.08 -0.05 0.118
H 3.950010 0.136532 -2.813546 -0.01 0.09 0.02 0.067
C 5.727636 6.932793 0.539545 -0.04 0.01 -0.02 -0.112
C 4.670261 5.855239 0.325909 0.06 0.21 0.04 -0.262
C 5.239405 4.435141 0.405618 -0.08 0.10 -0.13 -0.196
C 6.259891 4.217490 -0.624325 -0.31 -0.08 0.34 -0.248
N 7.051474 4.059225 -1.436289 0.28 -0.02 -0.28 0.150
H 6.495471 6.895635 -0.234234 0.02 -0.05 0.02 0.070
H 5.275306 7.924133 0.504837 0.01 0.00 0.03 0.070
H 6.215047 6.818364 1.509816 0.01 0.01 0.00 0.075
H 4.195687 6.000552 -0.645985 -0.03 -0.08 0.00 0.112
H 3.889462 5.959414 1.081592 -0.02 -0.09 -0.01 0.106
H 4.445165 3.700882 0.260519 0.02 -0.03 -0.02 0.082
H 5.691266 4.257446 1.383014 0.03 -0.02 0.00 0.121
C -2.237681 -3.354646 5.249763 -0.01 -0.04 -0.07 -0.106
C -3.549588 -2.581265 5.278541 0.22 0.00 -0.05 -0.258
C -4.610111 -3.233426 6.173233 0.06 0.03 -0.23 -0.190
C -4.944105 -4.581078 5.701259 0.02 0.35 0.28 -0.246
N -5.197643 -5.634698 5.331065 -0.09 -0.32 -0.18 0.138
H -2.369834 -4.356184 4.836336 -0.07 -0.01 0.05 0.071
H -1.507699 -2.836673 4.631220 0.04 0.02 0.06 0.052
H -1.819129 -3.451067 6.253268 0.02 0.00 -0.01 0.082
H -3.938780 -2.488512 4.262378 -0.07 0.02 0.03 0.112
H -3.361246 -1.569264 5.642613 -0.08 0.00 0.03 0.100
H -5.523617 -2.638234 6.179055 -0.03 -0.02 0.05 0.115
H -4.250274 -3.306119 7.200445 -0.01 -0.03 0.02 0.120
C 1.841151 0.101629 -6.061613 0.04 0.07 -0.17 -0.134
C 2.832599 0.681234 -7.063926 -0.21 0.05 0.20 -0.259
C 4.192638 -0.017072 -7.005051 0.01 0.11 -0.03 -0.187
C 4.832275 0.129221 -5.694752 -0.27 -0.11 -0.70 -0.215
N 5.336673 0.258321 -4.677690 0.27 0.04 0.63 0.161
H 2.166989 0.239008 -5.029988 0.06 -0.02 -0.01 0.057
H 0.870177 0.585056 -6.158179 -0.03 -0.05 0.01 0.061
H 1.701113 -0.965657 -6.233019 -0.06 -0.01 0.07 0.064
H 2.958122 1.751725 -6.889196 0.07 -0.01 -0.03 0.112
H 2.430967 0.567503 -8.072343 0.09 0.00 -0.04 0.107
H 4.874216 0.393392 -7.751110 0.02 -0.05 -0.02 0.118
H 4.069925 -1.081852 -7.209916 0.06 -0.02 0.01 0.120
C -3.507680 0.350123 -5.680571 -0.03 -0.03 -0.03 -0.110
C -3.820054 -1.052197 -5.169622 -0.04 0.19 -0.12 -0.260
C -3.002426 -1.431358 -3.929327 -0.05 -0.05 -0.29 -0.188
C -1.568266 -1.405204 -4.225036 -0.28 -0.08 0.26 -0.217
N -0.446918 -1.392282 -4.460209 0.28 0.00 -0.06 0.165
H -2.466691 0.436388 -5.995818 0.02 -0.01 0.05 0.064
H -4.131154 0.591691 -6.541582 -0.01 0.02 0.02 0.071
H -3.693827 1.099170 -4.908516 0.01 0.01 0.00 0.077
H -3.633307 -1.776011 -5.965265 0.00 -0.06 0.05 0.110
H -4.879981 -1.117919 -4.918875 0.02 -0.07 0.07 0.106
H -3.268750 -2.431865 -3.588312 0.03 0.02 0.11 0.105
H -3.201194 -0.737639 -3.113094 0.01 0.00 0.07 0.120
C 5.875475 -4.656355 -1.256867 0.02 -0.02 0.01 -0.112
C 6.109197 -5.693550 -0.163996 0.01 0.06 -0.21 -0.262
C 5.325750 -5.394221 1.119188 0.19 0.04 -0.12 -0.189
C 5.719335 -4.099994 1.683258 -0.22 -0.42 -0.03 -0.242
N 6.038742 -3.091941 2.121439 0.12 0.40 0.10 0.148
H 6.215820 -3.667450 -0.945976 -0.02 0.00 0.03 0.063
H 6.425093 -4.921799 -2.159631 -0.02 0.00 -0.01 0.073
H 4.816390 -4.588806 -1.514499 0.00 0.01 0.00 0.077
H 7.175207 -5.743731 0.064415 -0.01 -0.03 0.07 0.112
H 5.813692 -6.678314 -0.530065 -0.02 -0.03 0.08 0.107
H 5.508744 -6.164958 1.867962 -0.04 0.02 0.04 0.116
H 4.254109 -5.370982 0.916213 -0.02 0.01 0.02 0.119
C -6.919939 -6.220190 -0.020852 -0.01 0.00 0.02 -0.109
C -7.618655 -4.927835 0.384891 0.05 -0.22 0.04 -0.261
C -7.546465 -3.846431 -0.699301 0.09 -0.09 0.21 -0.189
C -6.155907 -3.488685 -0.993639 -0.47 0.01 -0.05 -0.236
N -5.069779 -3.209530 -1.223715 0.41 0.10 -0.11 0.149
H -5.853476 -6.062102 -0.186143 -0.01 0.03 -0.03 0.071
H -7.021044 -6.970525 0.762282 -0.01 -0.01 0.00 0.074
H -7.350954 -6.628878 -0.937110 0.01 0.00 -0.01 0.076
H -7.173407 -4.549103 1.306409 -0.03 0.06 -0.01 0.112
H -8.668333 -5.135567 0.598873 -0.02 0.09 -0.02 0.107
H -8.070050 -2.946165 -0.376996 0.00 0.03 -0.05 0.116
H -8.015051 -4.196412 -1.620245 0.02 0.01 -0.03 0.119
```
Forces are in eV/Å.

Computed properties:
E_HOMO in eV: -8.746
Molecular weight in g mol⁻¹: 744.1
Structure (SMILES): CCSCC1=C(F)C(=O)C=C(CCCF)C1=O.CCCC#N.CCCC#N.CCCC#N.CCCC#N.CCCC#N.CCCC#N.CCCC#N
Energy in Eh: -2693.5693
LUMO level in eV: -1.400

# 2
DFT (ωB97M-V/def2-TZVPD) results for a single C40H63N3O4S2 molecule.

```
112
Properties=species:S:1:pos:R:3:forces:R:3:lowdin_charge:R:1
C -3.712358 -0.970056 -2.948337 -0.22 -0.08 0.08 -0.093
C -4.691383 -1.464310 -1.888637 0.20 0.08 0.13 -0.241
C -4.016551 -2.265195 -0.775059 -0.16 -0.20 -0.35 -0.223
C -3.438993 -3.596643 -1.250531 -0.03 0.05 0.32 -0.213
C -2.921438 -4.474850 -0.107877 0.04 0.12 -0.03 -0.207
C -1.857766 -3.821736 0.778476 0.04 -0.15 -0.31 -0.208
C -0.661225 -3.293049 -0.009214 -0.09 0.17 0.41 -0.211
C 0.448577 -2.720626 0.877020 0.09 -0.33 -0.26 -0.214
C 1.356285 -3.790108 1.479693 -0.08 0.26 0.26 -0.207
C 2.421537 -3.199993 2.405156 0.02 -0.10 -0.36 -0.212
C 3.360448 -2.223550 1.695969 0.04 -0.14 0.50 -0.219
C 4.541723 -1.835584 2.581999 -0.06 0.25 -0.23 -0.212
C 5.391283 -0.699714 2.008406 0.09 -0.25 0.16 -0.198
C 6.048075 -1.033580 0.663239 -0.08 0.20 0.03 -0.172
H 7.060658 -0.623994 0.634031 0.03 -0.10 -0.03 0.115
C 5.282526 -0.485814 -0.552464 0.11 0.02 -0.03 -0.087
C 5.477956 1.005538 -0.681745 0.28 -0.38 -0.29 -0.493
O 6.304836 1.529136 -1.383688 0.05 0.02 -0.07 0.107
O 4.644001 1.676767 0.118429 -0.43 -0.07 0.26 -0.026
C 4.648942 3.101621 0.054824 0.14 0.62 -0.38 -0.143
C 3.296995 3.616439 -0.434170 0.13 -0.19 0.45 -0.123
H 2.969875 2.964900 -1.246804 0.01 0.12 -0.03 0.097
H 3.437268 4.620864 -0.839143 0.02 0.04 -0.07 0.124
C 2.220661 3.671687 0.653829 -0.06 -0.14 -0.40 -0.318
C 1.995852 2.325868 1.339033 -0.02 0.31 0.31 -0.124
C 0.865657 2.438328 2.358675 0.11 -0.19 -0.16 -0.172
N -0.372423 2.818161 1.700053 -0.02 0.10 0.15 -0.168
C -0.220985 4.129337 1.095639 -0.01 0.08 -0.34 -0.181
C 0.889686 4.121190 0.050793 0.04 0.14 0.40 -0.130
H 0.983642 5.121721 -0.376124 0.01 0.04 -0.08 0.123
H 0.617623 3.432999 -0.749718 -0.03 -0.01 -0.08 0.100
H -1.166172 4.399736 0.615813 -0.02 0.02 0.08 0.110
H 0.000952 4.895956 1.862632 -0.04 -0.01 -0.01 0.128
C -1.529072 2.770345 2.576080 -0.10 -0.10 0.08 -0.187
C -1.919206 1.341763 2.975106 0.15 0.09 -0.19 -0.137
H -2.942094 1.360092 3.355683 0.03 -0.03 0.09 0.108
H -1.273648 0.974734 3.774193 -0.04 -0.07 0.07 0.110
C -1.799574 0.381740 1.786958 0.03 0.04 0.52 -0.154
N -2.554999 0.858738 0.646694 0.03 0.15 0.05 -0.013
C -1.880327 1.243719 -0.498741 0.34 0.09 -0.76 -0.212
C -0.693089 0.610870 -0.877769 -0.11 -0.06 0.07 -0.001
C 0.027613 1.044920 -1.971037 0.53 -0.29 -0.01 -0.268
C -0.423053 2.067741 -2.780675 -0.08 0.16 -0.17 -0.073
C -1.640749 2.651781 -2.472816 0.21 -0.20 0.04 -0.088
C -2.346504 2.260166 -1.345325 -0.24 -0.03 0.16 -0.446
S -3.816907 3.157622 -0.967917 0.09 -0.12 0.27 1.050
C -4.650937 1.958277 0.038811 0.26 0.20 -0.25 -0.444
C -6.029950 2.048573 0.119794 0.05 -0.10 0.06 -0.112
C -6.738803 1.199724 0.951002 -0.06 0.06 0.00 -0.089
C -6.049873 0.258063 1.692856 -0.02 0.02 0.02 -0.077
C -4.674087 0.155506 1.595572 0.10 0.02 -0.01 -0.034
C -3.937159 1.000648 0.763436 -0.57 -0.07 -0.02 -0.229
H -4.171744 -0.599203 2.177139 0.11 -0.10 0.05 0.110
H -6.583059 -0.409304 2.352871 -0.04 -0.07 0.05 0.106
H -7.811818 1.281222 1.020956 -0.11 0.00 0.01 0.103
H -6.535214 2.806137 -0.459461 -0.09 0.06 -0.10 0.102
H -2.034994 3.453245 -3.078233 -0.03 0.07 -0.12 0.109
H 0.176038 2.414234 -3.605575 0.05 0.11 -0.13 0.116
S 1.621085 0.291441 -2.288274 -0.03 -0.27 -0.22 0.670
O 1.976005 -0.505259 -1.147071 -0.33 -0.08 -0.04 -0.296
O 2.529859 1.313405 -2.712785 -0.15 0.11 -0.32 -0.272
N 1.417932 -0.757076 -3.570705 0.35 0.63 0.83 -0.327
C 1.226412 -0.127749 -4.852701 0.01 0.33 -0.34 -0.102
H 0.185713 0.184063 -5.010438 0.01 -0.02 -0.03 0.090
H 1.510324 -0.825578 -5.641113 -0.01 0.00 0.03 0.095
H 1.882442 0.738113 -4.888425 -0.04 0.02 -0.26 0.082
C 0.551747 -1.873336 -3.291384 -0.22 -0.33 0.25 -0.091
H 0.808500 -2.242794 -2.302652 -0.14 -0.23 0.00 0.069
H -0.509518 -1.591818 -3.318354 -0.03 -0.03 0.00 0.086
H 0.728265 -2.658897 -4.026157 0.02 0.02 0.00 0.099
H -0.280807 -0.206316 -0.311687 -0.01 -0.12 0.20 0.096
H -2.113102 -0.625800 2.077638 0.12 -0.01 -0.06 0.108
H -0.752786 0.346768 1.501787 -0.07 -0.12 0.01 0.098
H -2.363614 3.217245 2.027883 0.02 0.03 0.03 0.113
H -1.379963 3.370820 3.492456 -0.03 0.01 -0.08 0.127
H 0.727479 1.476209 2.854919 -0.01 -0.01 0.07 0.113
H 1.142048 3.178917 3.134164 -0.04 -0.06 0.03 0.132
H 2.902362 2.000483 1.848183 0.05 -0.09 0.00 0.111
H 1.745404 1.576187 0.586574 0.01 -0.13 0.01 0.109
H 2.529172 4.401381 1.414476 -0.01 0.00 0.03 0.147
H 5.444550 3.406394 -0.633057 -0.13 -0.01 0.23 0.121
H 4.877286 3.472572 1.059827 0.01 -0.06 -0.07 0.135
H 5.677014 -0.941301 -1.461630 -0.07 0.09 -0.01 0.128
H 4.216704 -0.691758 -0.473836 0.02 -0.06 -0.01 0.083
H 6.135459 -2.117021 0.562462 0.06 -0.05 -0.03 0.110
H 4.768634 0.186912 1.889352 0.02 0.07 0.11 0.094
H 6.169085 -0.462136 2.738531 -0.03 0.09 0.00 0.109
H 4.161764 -1.519939 3.557873 -0.01 -0.06 0.07 0.111
H 5.174307 -2.712047 2.747930 0.01 -0.06 0.07 0.113
H 2.816723 -1.321271 1.415456 -0.03 0.09 -0.13 0.103
H 3.725595 -2.688486 0.779424 -0.01 0.01 -0.19 0.119
H 1.933081 -2.691722 3.240815 0.01 0.00 0.09 0.114
H 3.012511 -4.020177 2.822277 0.02 0.02 0.10 0.112
H 1.848555 -4.335871 0.671373 0.00 -0.09 -0.06 0.116
H 0.756770 -4.507074 2.046365 -0.01 -0.10 -0.05 0.106
H 1.064994 -2.050095 0.276851 -0.04 0.08 0.08 0.070
H 0.001369 -2.137362 1.686345 -0.03 0.15 0.06 0.110
H -1.009809 -2.506239 -0.680083 -0.04 0.02 -0.17 0.082
H -0.252022 -4.096570 -0.626120 0.03 -0.04 -0.15 0.122
H -2.308419 -3.001326 1.341117 0.02 0.08 0.10 0.096
H -1.517666 -4.563594 1.504069 0.00 0.04 0.11 0.108
H -3.764638 -4.766628 0.523703 -0.04 -0.09 -0.02 0.109
H -2.505329 -5.387856 -0.541097 -0.02 -0.09 0.05 0.109
H -4.219178 -4.151226 -1.778563 0.01 0.00 -0.11 0.116
H -2.630132 -3.417086 -1.959403 0.02 -0.01 -0.13 0.096
H -3.222824 -1.654507 -0.343591 0.08 0.11 0.16 0.088
H -4.753726 -2.458861 0.008141 0.04 0.00 0.13 0.115
H -5.458906 -2.078573 -2.364740 -0.10 0.00 0.03 0.108
H -5.191528 -0.602376 -1.439539 -0.09 0.00 -0.01 0.092
H -2.901011 -0.408178 -2.487833 0.13 0.08 0.01 0.053
H -4.219639 -0.316986 -3.655118 0.03 0.08 -0.12 0.074
H -3.287101 -1.802813 -3.503462 0.11 -0.06 -0.11 0.064
```
Forces are in eV/Å.

Computed properties:
E_HOMO in eV: -7.589
Molecular weight in g mol⁻¹: 714.1
Energy in Eh: -2823.6455
LUMO level in eV: 0.469